21
Properties=species:S:1:pos:R:3 method="wB97M-V/def2-TZVPD" largest_force_ev_per_a=0.71 e_lumo_ev=0.69 homo_lumo_gap_ev=7.49 relative_energy_kcal_mol=187.2 e_tot_ev=-9963.0546 molar_mass_g_mol=115.176 charge=0
C -1.08 1.73 1.83
C 0.33 0.76 0.43
C 0.99 -0.49 -2.23
C 1.82 -1.74 -0.32
N 0.96 -0.69 -0.80
C -0.75 -0.06 0.38
C -1.86 -0.73 0.39
O -2.42 2.01 1.56
H -2.47 2.60 0.79
H -0.45 2.62 1.89
H -1.03 1.13 2.74
H 0.42 1.59 -0.26
H 1.08 0.66 1.21
H 0.65 -1.38 -2.79
H 2.00 -0.23 -2.60
H 0.32 0.34 -2.50
H 1.74 -1.81 0.77
H 2.88 -1.57 -0.56
H 1.55 -2.73 -0.73
H -1.97 -1.64 -0.18
H -2.71 -0.36 0.96

22
Properties=species:S:1:pos:R:3 method="wB97M-V/def2-TZVPD" largest_force_ev_per_a=4.25 smiles="C#CO.NC=O.CCC" e_lumo_ev=0.41 homo_lumo_gap_ev=9.57 relative_energy_kcal_mol=122.4 e_tot_ev=-12013.4191 molar_mass_g_mol=131.175 charge=0
C -1.07 2.18 -0.28
C 1.27 -0.50 0.57
C 1.99 -1.41 -0.41
C 0.83 -1.19 1.85
C -1.48 -0.76 -0.32
N -1.54 2.73 -1.48
C -2.06 0.32 -0.41
O 0.15 1.97 -0.11
O -1.16 -2.01 -0.47
H 0.48 0.20 0.12
H -0.30 -2.09 -0.90
H -1.66 2.57 0.57
H 1.96 0.31 0.83
H -0.99 2.48 -2.29
H -2.17 3.51 -1.38
H -3.04 0.74 -0.50
H 1.46 -2.35 -0.59
H 2.15 -0.91 -1.37
H 2.96 -1.69 -0.01
H 0.33 -0.48 2.51
H 0.17 -2.03 1.67
H 1.70 -1.58 2.38

22
Properties=species:S:1:pos:R:3 method="wB97M-V/def2-TZVPD" largest_force_ev_per_a=3.81 e_lumo_ev=0.77 homo_lumo_gap_ev=8.77 relative_energy_kcal_mol=78.1 e_tot_ev=-12015.3395 molar_mass_g_mol=131.175 charge=0
C -2.16 1.07 0.48
C -0.79 -0.91 -0.01
O -1.49 -1.75 -0.89
O -0.88 -1.49 1.26
N -1.08 0.43 -0.23
H -1.29 -2.67 -0.65
H -1.23 -0.91 1.94
H -2.00 1.12 1.57
H -3.10 0.54 0.30
H -2.27 2.08 0.10
C 1.22 1.72 -0.60
C 1.87 -0.93 0.59
C 0.56 0.49 -1.12
C 0.83 -0.82 -0.51
H 0.34 0.48 -2.18
H 0.92 -1.62 -1.24
H 1.88 -1.94 0.99
H 2.30 1.66 -0.76
H 1.01 1.81 0.46
H 0.85 2.61 -1.11
H 2.86 -0.72 0.21
H 1.64 -0.24 1.40

22
Properties=species:S:1:pos:R:3 method="wB97M-V/def2-TZVPD" largest_force_ev_per_a=1.32 e_lumo_ev=0.26 homo_lumo_gap_ev=8.52 relative_energy_kcal_mol=106.8 e_tot_ev=-12014.0960 molar_mass_g_mol=131.175 charge=0
C 0.28 0.42 0.63
C -1.72 1.11 -1.88
C -0.53 0.29 1.88
C 0.68 1.79 0.20
N 0.94 -0.62 0.13
C 0.97 -1.90 0.73
C 1.32 -2.99 0.07
O -1.16 0.10 -1.10
O 1.16 -0.56 -1.20
H -0.06 -0.25 -1.45
H 0.73 -1.91 1.78
H -2.19 0.69 -2.78
H -2.50 1.64 -1.32
H -0.98 1.85 -2.21
H -1.20 -0.56 1.82
H 0.12 0.18 2.76
H 1.26 2.25 1.01
H -0.20 2.41 0.03
H 1.28 1.76 -0.71
H -1.12 1.19 2.02
H 1.58 -2.95 -0.98
H 1.37 -3.94 0.58

23
Properties=species:S:1:pos:R:3 method="wB97M-V/def2-TZVPD" largest_force_ev_per_a=1.90 smiles="CC1(C)NCCOC1=O.O" e_lumo_ev=0.59 homo_lumo_gap_ev=9.99 relative_energy_kcal_mol=31.9 e_tot_ev=-14065.2458 molar_mass_g_mol=147.174 charge=0
C 1.78 0.70 1.55
C 0.59 0.14 0.76
C 0.31 -1.31 1.21
N -0.55 1.03 0.97
C -1.63 0.84 0.04
C -1.13 1.26 -1.32
O 0.09 0.57 -1.67
C 0.96 0.07 -0.73
O 2.05 -0.29 -1.10
H 2.10 1.66 1.12
H 1.47 0.87 2.59
H 2.62 0.00 1.55
H -0.29 -1.28 2.13
H -0.26 -1.87 0.46
H 1.24 -1.85 1.42
H -0.86 0.96 1.93
H -2.01 -0.20 -0.01
H -2.48 1.48 0.31
H -1.85 1.01 -2.12
H -0.92 2.33 -1.34
H -0.63 -1.38 -3.01
O -0.04 -2.13 -2.69
H -0.58 -2.61 -2.06

23
Properties=species:S:1:pos:R:3 method="wB97M-V/def2-TZVPD" largest_force_ev_per_a=3.61 e_lumo_ev=0.83 homo_lumo_gap_ev=8.08 relative_energy_kcal_mol=97.6 e_tot_ev=-14062.3988 molar_mass_g_mol=147.174 charge=0
C 0.03 0.83 0.04
C 1.21 -0.81 -0.87
C -0.72 -0.34 -0.35
C 1.77 -1.55 0.33
C 2.22 0.13 -1.49
C -2.42 0.53 0.97
N -3.74 0.39 1.01
O -0.02 1.84 -0.89
O 0.47 1.06 1.19
O -1.91 0.86 2.13
H -0.91 0.89 2.03
H 0.46 2.59 -0.49
H 0.84 -1.50 -1.63
H -4.28 0.58 1.85
H -4.23 0.11 0.17
H -1.22 -0.32 -1.30
H -0.80 -1.15 0.35
H 2.73 -2.02 0.08
H 1.11 -2.35 0.66
H 1.93 -0.86 1.16
H 3.08 -0.44 -1.87
H 2.61 0.83 -0.75
H 1.79 0.69 -2.32